(1)
Here is a 7-piece molecular cluster, C12H39IN3O6 overall from the OMol25 dataset. Energies are from ωB97M-V with the def2-TZVPD basis set.

Geometry as XYZ:
```
61
Properties=species:S:1:pos:R:3
I 0.34862 0.44088 1.18167
C 5.05032 2.70281 -1.45402
C 3.70037 2.31733 -0.81629
C 2.53341 2.44453 -1.92088
O 2.28004 3.77705 -2.30847
C 1.42854 4.58368 -1.43004
N 3.80054 0.91334 -0.47718
H 5.51343 2.08082 -2.22002
H 5.84225 2.88498 -0.72755
H 4.80713 3.69110 -1.84423
H 3.47647 2.90020 0.07714
H 1.65147 1.98892 -1.47066
H 2.75325 1.93282 -2.85786
H 0.44098 4.49490 -1.88275
H 1.64693 5.63990 -1.58748
H 1.51823 4.35985 -0.36705
H 3.02758 0.66300 0.12279
H 4.55256 0.63874 0.13858
C -4.31059 -0.13855 1.32138
C -3.85588 -0.65329 2.65881
C -3.23048 -2.01559 2.52006
O -3.10014 -2.75698 3.80724
C -4.33852 -3.39694 4.26445
N -2.88797 0.26159 3.24322
H -4.82077 -0.91324 0.74895
H -3.51167 0.20133 0.66235
H -4.91011 0.76957 1.38450
H -4.80733 -0.66539 3.19050
H -2.25011 -1.92204 2.05291
H -3.83142 -2.70948 1.93226
H -4.12769 -4.23722 4.92595
H -5.06959 -3.74941 3.53685
H -4.82239 -2.58843 4.81244
H -3.41572 1.11847 3.32877
H -2.22035 0.45679 2.51091
C -1.53679 -1.98484 -1.50451
C -0.22122 -2.10643 -2.20209
C 0.03719 -0.90256 -3.12426
O 1.25786 -1.19552 -3.67535
C 1.62272 -0.44041 -4.83237
N 0.83685 -2.08460 -1.22573
H -1.36669 -0.95566 -1.18837
H -1.80949 -2.58998 -0.63991
H -2.35808 -1.96564 -2.22089
H -0.22233 -3.08737 -2.67734
H 0.11223 0.05669 -2.61211
H -0.80031 -0.91957 -3.82169
H 0.78575 -0.12507 -5.45537
H 2.40833 -0.91721 -5.41853
H 1.98711 0.55156 -4.56533
H 0.70517 -1.29450 -0.61051
H 1.59671 -1.84897 -1.84797
O 2.10632 3.72987 1.90672
H 1.56772 3.02334 1.55041
H 3.00723 3.44956 1.74543
O 0.39228 -1.65933 4.37712
H 0.40898 -1.38216 3.46109
H 0.39253 -2.61575 4.33851
O 0.10755 -3.00559 1.35604
H 0.00900 -2.05517 1.41285
H 0.11200 -3.19070 0.41692
```

Properties
electronic energy	-37932.63662	eV
charge	-1
spin multiplicity	1

(2)
Here is a 2-piece molecular cluster, C2H8O2 overall from the OMol25 dataset. Energies are from ωB97M-V with the def2-TZVPD basis set.

Geometry as XYZ:
```
12
Properties=species:S:1:pos:R:3
C 0.19705 1.53431 -2.67892
O 0.82029 0.21420 -2.40230
H 0.74987 2.32263 -2.16801
H 0.16587 1.74949 -3.74702
H -0.81260 1.51096 -2.26884
H 0.52008 -0.09583 -1.54478
C -0.15180 -0.91445 2.53927
O -0.70526 -1.85005 1.73161
H -0.20092 0.10861 2.16639
H -0.37856 -0.96891 3.60403
H 0.92629 -1.07376 2.51855
H -1.13033 -2.53720 2.25001
```

Properties
electronic energy	-6297.30569	eV
energy relative to the best compared isomer or geometry (same formula, charge and spin)	25.5	kcal/mol
spin multiplicity	1

(3)
Here is a 8-piece molecular cluster, C54H39NO16 overall from the OMol25 dataset. Energies are from ωB97M-V with the def2-TZVPD basis set.

Geometry as XYZ:
```
110
Properties=species:S:1:pos:R:3
C -2.36760 0.36672 1.24251
C -2.64788 0.96435 -0.16510
C -4.11965 1.22785 -0.31141
C -4.76789 2.26162 0.23078
C -6.23788 2.40656 0.04692
O -6.75869 3.49146 -0.05959
C -6.99095 1.10431 -0.03940
C -8.29807 0.91883 0.42020
N -9.03000 2.00219 0.99713
C -8.87081 -0.34751 0.29990
C -8.18614 -1.41857 -0.25136
C -6.89223 -1.23356 -0.71836
C -6.31524 0.01945 -0.60604
C -4.91945 0.23730 -1.09630
O -4.47637 -0.34691 -2.06020
H -1.61906 0.94161 1.78425
H -3.29865 0.41965 1.80736
H -2.09427 -0.68423 1.16760
H -2.35171 0.22545 -0.90997
H -2.06733 1.86954 -0.33809
H -4.22884 3.00343 0.80852
H -9.00759 1.97882 2.00795
H -9.99119 1.96082 0.68566
H -9.88455 -0.48230 0.66045
H -8.64827 -2.39421 -0.33369
H -6.32143 -2.03447 -1.16919
O -0.86321 3.67644 -0.34659
C -0.13822 3.87606 -1.29983
C 1.18684 4.52128 -1.14205
C 1.97671 4.73866 -2.19034
C 1.56358 4.34099 -3.55938
O 2.28614 4.53498 -4.51377
C 0.23604 3.69424 -3.71774
C -0.55303 3.47800 -2.66912
H 1.46726 4.80293 -0.13503
H 2.94559 5.21194 -2.09883
H -0.04415 3.41345 -4.72501
H -1.52461 3.00756 -2.75833
O 4.52594 6.65416 -1.40644
C 5.66976 6.28321 -1.57890
C 6.13941 5.84316 -2.91604
C 7.39136 5.43460 -3.10520
C 8.35998 5.40331 -1.98420
O 9.50397 5.02735 -2.14526
C 7.89498 5.84347 -0.64489
C 6.64333 6.25362 -0.45862
H 5.41107 5.87169 -3.71790
H 7.75253 5.10770 -4.07027
H 8.62918 5.81008 0.15183
H 6.27512 6.58138 0.50526
O -5.40510 0.18744 2.66874
C -5.52996 -0.35356 3.74787
C -5.95528 -1.77035 3.83498
C -6.09898 -2.37392 5.01133
C -5.83852 -1.65458 6.28258
O -5.96607 -2.20235 7.35646
C -5.41274 -0.23273 6.19208
C -5.26897 0.37148 5.01567
H -6.13538 -2.27753 2.89567
H -6.40736 -3.40797 5.09770
H -5.22912 0.27177 7.13215
H -4.95939 1.40511 4.92378
O 15.48163 3.38704 -1.36154
C 14.51241 3.88821 -0.83354
C 13.43759 4.52641 -1.63181
C 12.37635 5.07839 -1.04859
C 12.22348 5.07423 0.42745
O 11.25470 5.57232 0.96355
C 13.29788 4.43607 1.22932
C 14.35846 3.88645 0.64468
H 13.56914 4.51437 -2.70627
H 11.58130 5.54620 -1.60679
H 13.16467 4.44612 2.30373
H 15.15454 3.41500 1.20685
O -6.17364 -4.47303 2.02373
C -6.83892 -5.41144 1.63320
C -7.23449 -5.52098 0.20681
C -7.96426 -6.54469 -0.22633
C -8.40955 -7.61783 0.70114
O -9.07275 -8.55059 0.30250
C -8.00989 -7.50939 2.12773
C -7.28114 -6.48178 2.55543
H -6.89551 -4.72690 -0.44706
H -8.26708 -6.64897 -1.26055
H -8.34528 -8.29947 2.78128
H -6.97716 -6.38102 3.58913
O 10.09649 -0.54175 -6.61815
C 9.44019 0.45225 -6.40094
C 9.16289 1.44302 -7.47248
C 8.44329 2.53555 -7.23254
C 7.88693 2.80807 -5.88526
O 7.22897 3.80496 -5.66598
C 8.16257 1.82052 -4.81327
C 8.88230 0.72801 -5.05201
H 9.57858 1.22169 -8.44709
H 8.22828 3.27177 -7.99643
H 7.74700 2.04245 -3.83836
H 9.09700 -0.00703 -4.28697
O -6.40096 -8.97723 4.08994
C -5.26482 -9.40363 4.05540
C -4.64882 -9.83498 2.77663
C -3.40425 -10.30202 2.73488
C -2.57982 -10.41002 3.96627
O -1.44646 -10.83383 3.92788
C -3.19912 -9.97729 5.24536
C -4.44366 -9.50976 5.28580
H -5.26786 -9.74780 1.89243
H -2.93302 -10.62340 1.81488
H -2.58092 -10.06533 6.12950
H -4.91566 -9.18782 6.20534
```

Properties
electronic energy	-90871.95104	eV
spin multiplicity	1

no.,molar mass (g mol⁻¹),largest force on an atom (eV/A),HOMO energy (eV)
1,448.36,3.1,-5.177
2,64.08,3.2,-10.286
3,957.90,0.6,-8.939